19
Properties=species:S:1:pos:R:3:forces:R:3 method="wB97M-V/def2-TZVPD" homo_lumo_gap_ev="6.03 / 7.63" total_charge=+1 e_tot_ha=-381.43321 lumo_ev="-2.911 / -6.522" multiplicity=3
C -1.309389 -1.359047 -0.571472 -1.17 -5.80 -0.07
C -1.416305 -0.018266 -0.713480 3.24 6.88 0.97
C -0.058210 0.459355 -0.140271 -3.82 -0.24 -1.79
C -2.503320 0.832190 -1.239095 0.81 -0.22 0.23
C 0.424358 1.843807 -0.051005 -0.07 0.23 0.03
N 0.593439 -0.599716 0.238012 1.99 1.89 0.73
N 2.659663 -1.410159 1.524058 -0.01 -0.03 -0.01
O -0.143377 -1.722895 -0.011127 -0.91 -2.66 -0.19
H -1.973124 -2.162954 -0.821911 -0.07 -0.05 -0.03
H -3.374001 0.775231 -0.585596 -0.23 -0.13 0.07
H -2.805422 0.488813 -2.226539 -0.17 -0.15 -0.15
H -2.189569 1.870206 -1.304688 0.01 0.02 0.02
H 1.470833 1.876085 0.237620 0.06 0.07 0.00
H -0.167969 2.395690 0.677764 0.08 0.12 0.08
H 0.300644 2.335932 -1.014729 0.11 0.09 0.00
H 1.725484 -0.955695 0.915252 -0.05 0.08 0.01
H 3.031731 -2.202333 1.002476 0.07 0.05 0.12
H 2.342577 -1.732731 2.437153 0.13 0.00 -0.06
H 3.391958 -0.713513 1.647577 0.00 -0.13 0.03


27
Properties=species:S:1:pos:R:3:forces:R:3 method="wB97M-V/def2-TZVPD" homo_lumo_gap_ev=7.98 total_charge=+1 e_tot_ha=-574.26890 lumo_ev=-4.731 multiplicity=1
H -4.567946 1.400451 0.466852 -0.35 -0.40 -0.53
N -4.298529 0.782892 -0.318890 1.62 0.29 0.11
C -3.043969 0.968105 -0.473592 0.18 0.61 0.38
C -2.180001 1.973186 0.412935 0.30 -1.41 -1.36
C -2.207841 0.171388 -1.572893 -0.09 0.65 1.00
N -0.940438 -0.255958 -0.874135 1.06 -0.68 0.43
C -1.109611 -1.308374 0.055220 2.46 -1.01 1.62
C -0.008029 -1.824290 0.851336 -1.01 2.51 -2.59
C 1.328570 -1.188599 0.651809 -0.45 -0.83 0.68
C 2.477711 -1.679344 1.451838 1.39 2.39 -2.04
C 3.782971 -1.060871 1.196782 -2.45 -0.15 -0.58
C 3.948635 0.035612 0.174394 -2.30 -0.43 -0.10
C 2.805712 0.529655 -0.572281 0.03 -1.75 1.63
C 1.460258 -0.094728 -0.337035 0.21 0.27 -0.25
C 0.267154 0.357228 -1.096901 0.26 -1.67 1.57
H -1.536454 1.326426 1.076666 -0.72 0.93 -0.31
H -2.813957 2.694656 0.982291 0.64 -0.68 -0.56
H -1.468021 2.469278 -0.309794 -0.77 -0.02 0.98
H -1.889650 0.844497 -2.410500 -0.56 -0.70 0.63
H -2.721793 -0.764436 -1.905118 0.30 1.08 0.10
H -2.117572 -1.778300 0.209934 1.00 0.95 -0.61
H -0.231303 -2.663203 1.552103 0.50 0.92 -0.67
H 2.329864 -2.496174 2.199440 0.24 0.91 -0.83
H 4.635843 -1.464099 1.798795 -0.70 0.72 -0.84
H 4.952026 0.485290 -0.027770 -1.06 -0.57 0.36
H 2.855786 1.355855 -1.328178 0.24 -0.95 0.91
H 0.290584 1.183856 -1.853309 0.02 -0.98 0.86


61
Properties=species:S:1:pos:R:3:forces:R:3 method="wB97M-V/def2-TZVPD" homo_lumo_gap_ev=9.41 e_tot_ha=-1156.86751 lumo_ev=0.580 multiplicity=1 smiles="CCc1ccc(CN(C)C(=O)[C@@H]2CCC(=O)N(CC3CCCCC3)C2)cc1"
C 4.235065 2.131284 -6.657066 0.15 -0.15 0.02
C 4.350983 0.767385 -5.973392 -0.08 0.20 -0.07
C 3.080700 0.439767 -5.242658 0.08 -0.15 -0.05
C 2.896682 0.840549 -3.924382 -0.03 -0.03 0.00
C 1.711296 0.580978 -3.264803 -0.05 0.01 -0.02
C 0.676814 -0.086567 -3.909784 -0.09 -0.05 -0.11
C -0.593940 -0.387143 -3.161410 -0.08 0.25 0.09
N -0.351814 -1.310241 -2.059598 -0.08 0.10 -0.38
C -0.046495 -2.660258 -2.462126 -0.05 -0.24 0.07
C -0.429746 -0.845218 -0.793735 0.22 -0.35 0.23
O -0.626965 0.334136 -0.560060 -0.06 0.38 0.19
C -0.265775 -1.865689 0.336831 0.06 0.36 0.15
C -1.414260 -2.894874 0.323129 0.08 -0.18 0.09
C -2.039180 -3.049261 1.710923 -0.21 0.03 -0.10
C -2.520471 -1.690911 2.189945 0.10 -0.49 0.03
O -3.657680 -1.476482 2.563282 -0.38 -0.01 0.10
N -1.557194 -0.750863 2.121062 0.00 0.27 -0.11
C -1.845205 0.632059 2.428200 0.04 0.35 0.22
C -1.193725 1.099104 3.735158 -0.53 -0.05 -0.15
C -1.474704 2.585627 3.954999 0.42 -0.10 0.00
C -0.840873 3.071922 5.255086 -0.33 0.08 0.03
C -1.360792 2.261024 6.437892 0.35 -0.03 0.01
C -1.078910 0.776884 6.227022 -0.31 0.02 0.03
C -1.711375 0.292474 4.926024 0.40 -0.01 0.01
C -0.235720 -1.115641 1.681461 0.38 -0.20 -0.23
C 0.857521 -0.490750 -5.224678 -0.08 0.08 0.10
C 2.044782 -0.225291 -5.884037 0.11 0.03 0.00
H 3.414362 2.127837 -7.370835 -0.07 0.05 -0.07
H 4.043131 2.908002 -5.920375 -0.03 0.11 0.03
H 5.154686 2.371981 -7.185329 0.06 0.10 -0.08
H 5.187666 0.786749 -5.272112 0.02 -0.09 -0.03
H 4.553702 0.003450 -6.726824 0.06 -0.03 0.07
H 3.692154 1.362567 -3.411749 0.10 0.06 0.06
H 1.573882 0.899370 -2.241981 -0.02 0.04 0.15
H -0.996072 0.528617 -2.720545 -0.02 -0.18 -0.14
H -1.341504 -0.826457 -3.829682 0.03 0.05 0.01
H 0.527839 -2.621658 -3.389109 0.02 -0.05 0.06
H -0.959912 -3.235497 -2.641809 0.04 -0.05 -0.02
H 0.552511 -3.174282 -1.715704 0.01 -0.04 -0.01
H 0.702195 -2.363356 0.219330 -0.06 -0.01 -0.01
H -2.197227 -2.561361 -0.361794 0.01 -0.08 -0.05
H -1.059556 -3.867050 -0.022996 -0.06 0.05 -0.09
H -2.892270 -3.726601 1.672417 0.04 0.09 0.09
H -1.309419 -3.452497 2.416461 0.01 -0.03 0.03
H -1.503193 1.247302 1.590386 -0.05 -0.05 0.04
H -2.931533 0.710987 2.511294 0.10 0.07 -0.02
H -0.108467 0.957837 3.661599 0.06 0.01 0.00
H -2.554703 2.741704 3.997984 -0.12 0.02 -0.05
H -1.086528 3.162854 3.112827 -0.07 0.04 -0.07
H -1.063579 4.130975 5.401935 0.09 0.03 0.00
H 0.244946 2.964844 5.192187 0.07 0.04 0.00
H -0.889128 2.603687 7.361609 -0.08 0.03 0.04
H -2.437943 2.413198 6.534574 -0.08 0.03 0.06
H -1.471699 0.199873 7.066836 0.08 -0.04 0.03
H 0.001904 0.616841 6.188192 0.07 -0.04 0.04
H -2.796424 0.396955 4.983121 -0.11 -0.03 -0.03
H -1.492712 -0.767484 4.779673 -0.08 -0.05 -0.03
H 0.254676 -1.747855 2.433350 0.04 0.08 -0.09
H 0.347309 -0.201369 1.564555 -0.03 -0.11 0.08
H 0.062076 -1.010239 -5.741473 -0.09 -0.06 -0.03
H 2.169810 -0.543929 -6.909298 0.04 -0.04 -0.11


94
Properties=species:S:1:pos:R:3:forces:R:3 method="wB97M-V/def2-TZVPD" homo_lumo_gap_ev=7.19 e_tot_ha=-3207.41717 lumo_ev=-2.303 multiplicity=1 smiles="CC[C@H](I)[C@H]1CC[C@H](CCCCCN)S(=O)(=O)O1.CCOP(=O)(OCC)OCC.CCOP(=O)(OCC)OCC"
C 4.664466 5.939412 -5.057718 -0.01 -0.74 -0.79
C 3.706258 5.057964 -4.009748 0.48 0.31 -1.80
C 2.987261 5.981766 -2.874066 -0.96 -1.73 -0.30
I 3.594366 8.112812 -2.917100 -0.36 -0.84 0.13
C 3.107612 5.460998 -1.331926 -2.08 1.92 1.11
C 1.622540 4.898465 -0.836399 -0.39 1.26 0.31
C 1.484585 4.856637 0.824924 -0.43 -1.86 -0.28
C 2.886311 4.308401 1.554105 -1.99 2.61 0.35
C 3.622012 5.642521 2.161093 1.37 0.04 0.72
C 4.812193 5.306287 3.273264 0.89 0.63 -0.66
C 5.838023 6.622264 3.210169 -1.46 -0.12 1.19
C 6.993327 6.607391 4.373363 0.87 1.28 -1.21
C 7.346556 8.211677 4.685649 -0.27 -0.69 -1.73
N 8.534725 8.392961 5.606589 0.09 1.10 -1.46
S 3.852436 3.433827 0.193402 4.15 -7.07 1.36
O 5.213192 2.943713 0.825902 -4.64 3.11 -2.37
O 3.157424 2.118067 -0.316669 1.17 5.90 1.17
O 4.218111 4.544570 -1.046391 -1.80 -0.94 1.48
H 4.021499 6.748681 -5.643986 1.49 -1.60 1.52
H 5.089947 5.217165 -5.907593 -0.99 1.36 1.95
H 5.605990 6.403255 -4.529173 -2.09 -0.77 -0.98
H 2.863894 4.585482 -4.709459 1.74 0.97 1.74
H 4.369225 4.179960 -3.618306 -1.41 1.79 -0.27
H 1.822511 5.995572 -3.136309 2.73 0.17 0.69
H 3.299135 6.430687 -0.662230 -0.37 -2.16 -1.46
H 0.850448 5.740876 -1.181799 1.70 -1.94 0.60
H 1.327985 3.878509 -1.328776 0.74 1.93 1.00
H 1.131019 5.872755 1.286415 0.96 -1.92 -1.03
H 0.659741 4.036564 1.085263 1.65 1.91 -0.68
H 2.607865 3.590343 2.462834 1.04 1.07 -2.47
H 2.830355 6.356700 2.688970 1.45 -1.81 -1.20
H 4.148973 6.319637 1.342050 -1.26 -1.65 1.41
H 5.465838 4.377132 2.992611 -1.54 1.60 0.25
H 4.390736 5.115653 4.355936 0.72 0.62 -2.17
H 5.139188 7.559138 3.427230 1.45 -1.74 -0.54
H 6.240061 6.739970 2.116383 -0.53 -0.34 2.20
H 7.984220 6.181791 3.865403 -2.11 0.57 1.40
H 6.705368 6.008564 5.337769 0.51 1.20 -1.95
H 7.640799 8.671143 3.624109 -0.99 -0.92 1.97
H 6.368805 8.760744 5.031655 2.06 -1.04 -0.28
H 8.669706 9.444919 5.684008 -0.18 -1.71 0.04
H 9.383250 8.089562 5.042465 -1.38 0.37 0.99
C -3.631001 -2.476873 -0.836064 -0.09 -0.09 -0.07
C -2.332196 -2.938898 -0.201162 -0.30 -0.36 0.24
O -1.212623 -2.679960 -1.031061 -0.80 0.24 0.26
P -0.879356 -1.110010 -1.421958 6.28 -7.52 -0.35
O -0.392328 -0.758659 0.005132 -3.31 3.14 -1.32
O 0.671694 -1.294726 -1.994019 -0.97 0.98 -0.54
C 1.638164 -0.310174 -1.655554 0.73 0.12 0.43
C 2.592661 -0.867097 -0.612240 0.18 -0.19 0.18
O -1.423540 -1.502595 -3.016525 -1.86 3.29 1.40
C -0.817255 -2.477738 -3.861824 0.41 -0.50 -0.77
C -1.247675 -3.905343 -3.571870 0.11 -0.22 0.46
H -3.655429 -1.386518 -0.924754 -0.04 0.09 0.03
H -4.487504 -2.791762 -0.233517 0.10 0.06 -0.02
H -3.742353 -2.883833 -1.844643 0.02 0.01 0.14
H -2.188737 -2.467935 0.775712 0.01 0.01 -0.02
H -2.371510 -4.021211 -0.042683 0.12 0.12 -0.06
H 1.159235 0.610260 -1.305144 0.14 -0.19 0.06
H 2.195701 -0.055798 -2.565816 -0.16 -0.09 0.06
H 2.057116 -1.324723 0.229025 -0.05 0.26 -0.21
H 3.247327 -0.084237 -0.224574 -0.06 -0.14 -0.09
H 3.213776 -1.655632 -1.049725 -0.06 0.10 -0.03
H 0.272972 -2.397137 -3.884096 -0.23 0.10 0.29
H -1.150279 -2.229324 -4.876581 -0.18 0.25 0.23
H -0.727477 -4.311272 -2.701445 -0.13 0.07 -0.07
H -1.005580 -4.555356 -4.419256 -0.03 0.23 -0.07
H -2.324016 -3.965914 -3.383183 0.13 0.03 -0.10
C -4.925463 -8.296429 -1.893936 -0.06 -0.13 -0.04
C -5.824224 -7.093161 -1.675213 -0.03 0.01 -0.49
O -6.484071 -7.142739 -0.421671 0.72 -0.18 -0.50
P -5.558106 -7.149106 0.946232 -9.37 2.38 -0.68
O -5.142933 -5.666120 0.786187 3.88 -2.64 0.54
O -6.729215 -6.784844 2.070042 1.10 -0.73 0.42
C -6.401028 -5.886957 3.120784 -0.20 0.62 0.26
C -7.064549 -4.542604 2.871414 -0.19 0.14 -0.15
O -6.022001 -8.806128 1.125058 4.10 0.53 0.20
C -7.363183 -9.257036 1.300926 -0.93 -0.48 0.32
C -8.153315 -9.375814 0.009038 -0.08 0.42 -0.28
H -4.087398 -8.290167 -1.190413 0.10 0.01 -0.01
H -4.521056 -8.295346 -2.909942 0.03 0.04 0.13
H -5.471975 -9.229754 -1.734317 0.04 0.14 -0.05
H -5.254807 -6.162976 -1.760011 0.00 0.00 0.02
H -6.600450 -7.075940 -2.446727 -0.03 0.04 0.21
H -5.316118 -5.781295 3.226443 -0.18 0.08 -0.08
H -6.775284 -6.313402 4.060043 0.03 -0.06 -0.20
H -6.880892 -4.178703 1.852687 0.18 -0.16 0.26
H -6.706127 -3.793000 3.579489 -0.04 -0.02 0.01
H -8.150776 -4.630878 2.977631 0.13 -0.01 0.06
H -7.912655 -8.667730 2.040106 0.29 0.11 -0.22
H -7.277327 -10.261565 1.732084 0.37 0.13 -0.06
H -8.507655 -8.401400 -0.334451 0.09 -0.13 0.00
H -9.039218 -10.001348 0.160927 0.18 -0.05 0.15
H -7.547910 -9.817629 -0.788500 -0.08 -0.02 0.16


37
Properties=species:S:1:pos:R:3:forces:R:3 method="wB97M-V/def2-TZVPD" homo_lumo_gap_ev=3.35 total_charge=-2 e_tot_ha=-1601.83644 lumo_ev=3.671 multiplicity=1
Rb 12.825187 27.500470 -15.824337 0.30 1.04 -0.69
C 9.980400 28.867890 -17.224960 1.72 0.89 -0.24
O 11.097154 29.586770 -17.491434 -0.26 -0.54 0.51
H 9.539593 29.178655 -16.227370 -0.84 0.00 -0.23
H 9.294525 28.971772 -18.100638 -0.85 -0.36 0.53
H 10.176378 27.772306 -17.063092 -0.31 -0.29 -0.17
S 15.598874 28.942774 -16.839716 0.55 0.28 -0.50
O 14.714090 29.724593 -17.722725 0.09 -0.13 0.27
O 15.283917 29.171051 -15.404518 -0.35 0.28 0.70
O 15.336223 27.476224 -17.062674 0.13 -0.82 -0.35
O 17.023297 29.281898 -17.108251 -0.13 -0.36 0.10
C 6.839414 28.295844 -11.743085 -1.43 -0.94 -0.26
C 7.786347 28.952659 -12.696936 0.58 1.21 1.02
C 8.765176 29.931407 -11.980521 0.07 0.07 -1.11
O 10.048883 29.479460 -12.395145 -0.07 -0.37 0.38
C 9.934067 28.412257 -13.238523 -0.63 1.05 0.47
O 10.838098 27.941971 -13.813242 0.58 -0.84 -0.16
O 8.638954 28.010445 -13.307095 0.09 -0.18 -0.22
H 6.351848 27.433688 -12.217496 0.24 0.07 -0.14
H 5.984538 28.934869 -11.504809 0.29 0.30 0.15
H 7.259613 27.902542 -10.818241 0.41 0.28 -0.03
H 7.283526 29.581715 -13.431232 -0.28 -0.63 -0.40
H 8.630162 29.961753 -10.900505 0.34 -0.19 0.08
H 8.680861 30.933262 -12.404283 -0.25 0.08 0.30
C 14.611299 21.419824 -16.888666 1.08 -0.67 -0.58
C 14.687518 22.924297 -16.946069 0.28 -0.26 0.81
C 14.997401 23.506648 -18.327317 -0.67 0.45 0.17
O 13.728669 24.080401 -18.688287 0.42 -0.27 -0.49
C 13.029618 24.331367 -17.572969 0.62 0.38 0.13
O 12.211864 25.175896 -17.483148 -0.98 -0.16 0.17
O 13.451395 23.533430 -16.552523 0.01 0.10 -0.51
H 13.971425 20.948656 -17.637112 -0.50 0.29 0.24
H 14.457496 21.023120 -15.888019 -0.43 0.13 0.02
H 15.605934 21.044065 -17.180072 -0.01 0.17 0.15
H 15.405901 23.256776 -16.194668 0.16 0.04 -0.20
H 15.271887 22.766964 -19.074350 -0.03 -0.10 0.01
H 15.724139 24.317605 -18.293960 0.06 -0.01 0.06


15
Properties=species:S:1:pos:R:3:forces:R:3 method="wB97M-V/def2-TZVPD" homo_lumo_gap_ev=9.83 e_tot_ha=-341.84272 lumo_ev=0.846 multiplicity=1 smiles="C[C@@H]1CN=CN1O"
C -0.575595 1.616919 0.212849 -0.03 0.36 4.35
C 0.155986 0.303827 0.147046 2.27 -1.63 -0.80
C 0.766830 -0.059799 -1.203650 -1.16 -0.88 -0.54
N 0.695879 -1.551603 -1.310602 0.09 0.41 1.37
C 0.054566 -1.929558 -0.266969 -1.06 0.48 -2.43
N -0.654148 -0.941037 0.432848 1.36 2.16 -2.52
O -0.412836 -1.112361 1.743123 -0.56 -0.90 4.20
H -0.957092 1.922323 -0.698435 -1.03 0.35 -1.84
H -1.443326 1.650576 1.046041 1.87 -0.23 -1.90
H 0.153537 2.395114 0.535960 -0.53 -0.39 -0.21
H 1.123492 0.145644 0.807316 -2.15 0.94 -0.40
H 0.295532 0.435340 -2.021679 -1.33 -0.06 -0.84
H 1.737169 0.276436 -1.411597 1.88 0.22 0.51
H -0.317249 -2.919840 -0.078149 0.57 -0.61 0.11
H -0.622745 -0.231982 2.065899 -0.19 -0.21 0.94